Computed, not measured: a structure of composition C25H31ClFInN5 in a non-equilibrium geometry, with ωB97M-V with the def2-TZVPD basis set.

```
64
Properties=species:S:1:pos:R:3:forces:R:3:lowdin_charge:R:1
C 0.773173 -4.268012 1.416706 0.058 0.050 0.124 -0.064
C 0.483744 -3.038823 2.258047 -0.539 -0.135 -0.296 -0.493
F 1.618947 -2.779582 3.058965 0.211 0.164 -0.104 -0.079
C 0.073066 -1.809618 1.440628 -0.340 -0.326 0.923 -0.237
In -1.721161 -0.850097 2.371694 -0.043 0.658 -0.362 0.353
Cl -1.877905 -1.548756 4.741476 0.087 -0.016 -0.213 -0.168
C -3.578407 -1.642248 1.347219 0.184 -0.612 0.049 -0.287
C -3.653013 -3.079167 1.614938 -0.231 0.123 0.229 -0.434
N -4.289877 -3.619439 2.588506 0.006 -0.022 -0.255 0.034
H 1.355441 -4.989432 1.988677 0.057 -0.073 0.033 0.072
H 1.299523 -3.998274 0.502076 0.119 -0.045 -0.066 0.064
H -0.169654 -4.742581 1.151745 -0.093 -0.006 -0.152 0.072
H -0.297391 -3.291817 2.974816 0.098 -0.103 0.232 0.076
H 0.887248 -1.093109 1.422148 0.078 0.107 -0.136 0.011
H -0.165397 -2.119344 0.424808 0.053 0.085 -0.183 0.032
H -1.676034 0.913688 2.322351 -0.072 -0.225 0.121 -0.104
H -3.433503 -1.503206 0.275576 0.025 0.294 -0.057 0.020
H -4.442827 -1.107292 1.727041 -0.019 0.133 0.107 0.018
H -3.087387 -3.708320 0.912964 0.173 -0.008 -0.002 0.089
H -4.134348 -4.625247 2.565687 -0.036 -0.018 0.080 0.011
N -0.570022 1.497070 -0.598893 0.071 -0.015 -0.055 0.074
C -1.684998 1.570791 -1.316037 -0.072 -0.015 0.051 -0.151
C -1.703877 1.859309 -2.674631 0.041 0.000 -0.010 -0.081
C -0.496151 2.081650 -3.318156 -0.030 -0.008 -0.021 -0.092
C 0.675050 2.005348 -2.582402 -0.008 0.047 0.061 -0.076
C 0.580586 1.710357 -1.229548 0.046 -0.028 0.065 -0.142
H -2.604925 1.386644 -0.769453 -0.010 0.000 -0.019 0.102
H -2.642281 1.903839 -3.211534 -0.013 -0.003 0.011 0.094
H -0.465966 2.305822 -4.377644 0.009 -0.002 -0.001 0.097
H 1.637490 2.163906 -3.047552 -0.028 -0.057 -0.038 0.062
H 1.471950 1.633167 -0.614125 0.020 0.006 -0.024 0.102
N -4.942649 1.076701 3.701196 -0.045 0.005 -0.088 0.083
C -5.168702 1.154348 5.007241 0.119 -0.093 0.081 -0.135
C -6.254604 1.823865 5.556641 -0.023 0.024 -0.048 -0.079
C -7.148658 2.444539 4.699555 -0.016 0.009 0.019 -0.101
C -6.923259 2.369986 3.334098 -0.001 0.002 0.015 -0.087
C -5.807816 1.673658 2.889585 0.026 -0.004 -0.017 -0.152
H -4.441576 0.650645 5.635741 -0.006 -0.014 0.002 0.102
H -6.392944 1.853836 6.629087 0.014 -0.008 0.009 0.095
H -8.008289 2.976711 5.088671 -0.002 0.001 0.000 0.096
H -7.595319 2.839169 2.627693 0.001 -0.005 -0.014 0.092
H -5.592368 1.587134 1.829218 -0.026 0.019 -0.010 0.103
N 3.160278 1.609826 -5.021771 0.088 0.050 -0.074 0.060
C 3.219624 1.448286 -6.341104 -0.074 -0.032 0.016 -0.150
C 4.304620 1.832247 -7.114719 0.018 0.004 0.013 -0.078
C 5.389227 2.417735 -6.482218 0.026 0.007 -0.016 -0.086
C 5.343999 2.592310 -5.109069 0.002 -0.009 -0.026 -0.073
C 4.210803 2.171756 -4.428933 -0.058 -0.028 0.090 -0.150
H 2.350690 0.986159 -6.797091 0.016 0.002 -0.036 0.104
H 4.297355 1.674422 -8.184488 -0.016 -0.006 -0.006 0.098
H 6.255728 2.731834 -7.050065 0.002 0.002 -0.002 0.102
H 6.167443 3.044024 -4.573366 -0.003 -0.001 0.021 0.100
H 4.137491 2.287168 -3.352239 0.038 0.017 0.002 0.103
N 4.107237 0.198949 1.334359 0.068 -0.055 -0.062 0.064
C 5.021036 0.455405 0.400661 -0.045 0.052 0.019 -0.177
C 5.533740 -0.500986 -0.461359 0.003 -0.001 -0.006 -0.094
C 5.073358 -1.803709 -0.342400 0.002 -0.033 -0.018 -0.090
C 4.126933 -2.088755 0.625491 0.015 -0.024 -0.025 -0.057
C 3.671922 -1.058064 1.438083 0.095 0.191 0.011 -0.134
H 5.356295 1.486726 0.342909 0.026 -0.009 -0.032 0.094
H 6.272862 -0.231656 -1.204625 0.003 0.015 0.002 0.091
H 5.447202 -2.582625 -0.995690 -0.001 0.001 -0.003 0.099
H 3.737791 -3.089223 0.755591 -0.039 0.011 0.031 0.098
H 2.929458 -1.249648 2.197222 -0.008 -0.044 0.059 0.086
```
Positions in Å, forces in eV/Å.

Calculated values
Kohn-Sham gap: 6.646 eV
Total energy: -54292.4799 eV
E_HOMO: -4.627 eV
Charge: -1
Energy above the lowest of the compared OMol25 structures with the same formula, charge and spin: 0.0000 eV

Computed, not measured: a structure of composition C32H38HfN6O4SSi in a non-equilibrium geometry, with ωB97M-V with the def2-TZVPD basis set.

```
83
Properties=species:S:1:pos:R:3:forces:R:3:lowdin_charge:R:1
Hf 0.229073 0.912456 0.224993 0.505 0.957 -0.880 1.544
O 5.131222 -3.441132 -0.972042 -0.536 0.670 0.071 -0.040
C 4.291925 -3.586358 -0.053778 -0.632 -3.903 0.817 -0.643
O 3.850470 -4.690415 0.424493 0.717 2.021 -0.644 -0.035
C 3.611112 -2.387798 0.534691 -0.126 1.609 -0.169 -0.058
C 2.517065 -2.449531 1.418494 1.831 -1.058 0.067 0.081
C 1.766403 -1.337467 1.663658 -0.403 0.624 -2.205 -0.180
N 1.989614 -0.206165 0.932847 1.130 -0.349 1.361 0.021
C 3.164452 -0.062771 0.266707 -0.794 -2.018 0.816 -0.230
C 3.981639 -1.143454 0.015298 -0.051 -0.483 -0.603 0.070
C 3.384384 1.175437 -0.366013 -0.360 4.139 -3.776 -0.153
C 4.547663 1.502774 -1.164658 -1.833 0.668 0.942 0.040
C 4.586432 2.688383 -1.923785 -1.374 0.676 0.958 -0.012
C 3.438001 3.540463 -1.911965 2.101 -1.489 0.385 -0.031
C 2.399488 3.141229 -1.120658 -2.229 1.610 -0.682 -0.164
N 2.276383 2.026368 -0.449673 2.288 -2.399 1.384 0.025
C 0.443395 -1.428765 2.277902 -1.409 1.407 0.815 -0.239
C -0.146968 -2.628005 2.582101 -2.433 0.383 0.885 0.019
C -1.526999 -2.600435 3.053441 2.214 0.251 0.301 -0.002
C -2.068416 -1.369685 3.442381 -1.191 -2.009 0.583 -0.052
C -1.383602 -0.242985 3.086801 -0.362 1.611 0.274 -0.171
N -0.239432 -0.218046 2.445337 1.595 -1.738 -0.816 0.034
H 2.315409 -3.417222 1.865791 -0.009 0.126 -0.152 0.125
H 4.713740 -1.101039 -0.823787 -0.351 -0.231 1.219 0.139
H 5.348954 0.808979 -1.122910 0.791 -0.192 -0.111 0.097
H 5.473988 3.087633 -2.400168 0.084 -0.655 -0.233 0.108
H 3.372745 4.476958 -2.441959 0.188 0.005 -0.049 0.108
H 1.511875 3.808253 -1.129951 0.420 -0.649 0.208 0.133
H 0.386908 -3.558310 2.496502 -0.158 -0.145 -0.247 0.113
H -1.997021 -3.566550 3.228057 -0.149 0.361 0.038 0.112
H -3.022763 -1.278320 4.041306 1.167 -0.232 -1.049 0.137
H -1.833417 0.723858 3.361098 0.313 -0.235 -0.445 0.127
C -3.974443 -3.390943 -0.185435 -0.623 0.778 0.580 -0.199
Si -4.833979 -1.674203 -0.417165 1.261 -0.499 0.560 0.548
C -6.574836 -1.797932 0.235717 -0.479 0.344 1.003 -0.201
C -4.770493 -1.180983 -2.248143 -0.320 -0.413 0.575 -0.178
C -3.892952 -0.174256 0.434656 -0.492 -0.874 -0.898 -0.224
C -4.637215 0.845542 1.003370 0.337 0.176 -0.447 -0.086
C -4.054887 2.102879 1.239159 1.281 0.277 -0.410 -0.063
C -2.733748 2.290839 0.855639 -0.086 0.431 0.218 -0.123
N -2.000134 1.285450 0.289411 -0.023 1.250 1.111 -0.118
C -2.503874 0.063472 0.107860 -1.720 -0.144 0.401 -0.753
S -1.401628 -1.124508 -0.482648 -0.205 0.071 0.440 0.704
H -4.760770 -4.158458 -0.345949 0.532 0.267 0.200 0.028
H -3.502527 -3.501228 0.834486 -0.459 0.014 -1.177 0.026
H -3.233223 -3.456960 -0.978771 0.218 -0.270 0.197 -0.005
H -7.111319 -2.661148 -0.168721 0.135 0.082 -0.023 0.033
H -7.103189 -0.907559 -0.068388 -0.420 0.361 -0.469 0.014
H -6.748937 -1.778750 1.340000 0.590 -0.348 -0.677 0.048
H -5.364330 -1.866416 -2.889969 0.480 0.381 0.312 0.039
H -3.687414 -1.238613 -2.488657 -0.715 0.339 -0.239 0.021
H -5.200781 -0.164586 -2.314729 0.482 -0.361 -0.277 0.037
H -5.706643 0.737898 1.185312 0.230 -0.212 0.075 0.101
H -4.582650 2.956239 1.633236 -0.234 -0.092 0.153 0.099
H -2.204857 3.283794 1.030652 -0.837 -1.586 -0.413 0.120
C 1.558322 -2.177100 -4.876734 1.879 -0.311 1.940 -0.022
C 1.696632 -1.546559 -3.457671 0.829 -0.500 -1.200 -0.251
N 2.471332 -2.107878 -2.596757 1.025 0.494 -0.218 0.076
O 3.311404 -3.087525 -3.162504 -0.389 -0.189 1.049 -0.072
C 1.088791 -0.187848 -3.173361 0.168 -1.378 1.748 -0.281
C 0.981825 0.721947 -4.326929 -0.304 0.691 -0.480 -0.017
N 0.765350 0.081426 -1.955492 -0.187 1.680 -0.925 -0.098
O 0.106794 1.353522 -1.788072 0.320 -0.989 0.066 -0.384
H 0.556731 -2.126317 -5.212295 -0.909 0.229 -0.612 0.058
H 1.844543 -3.219809 -4.635628 -0.415 0.403 -0.704 0.076
H 2.322451 -1.813825 -5.594562 -0.665 0.012 0.320 0.095
H 3.924071 -3.448759 -2.429552 -0.971 1.008 -0.585 0.096
H 1.959130 0.809386 -4.823166 -0.012 0.333 0.467 0.101
H 0.519639 1.688662 -4.054243 0.519 -0.550 -0.161 0.089
H 0.405399 0.266038 -5.118427 -0.563 -0.188 -0.136 0.077
C 2.250694 2.461149 3.154109 0.490 1.353 0.258 -0.098
C 1.262412 3.448521 2.533158 0.270 0.241 0.641 -0.484
C 0.701373 4.295127 3.727116 -1.566 -0.776 -1.097 -0.085
C 0.249759 2.729865 1.644119 -0.653 0.043 -0.505 -0.303
H 3.101029 2.982139 3.646533 -0.529 -0.215 -0.152 0.089
H 2.655506 1.881060 2.367412 0.499 -0.955 -0.585 0.023
H 1.758525 1.851444 3.893430 -0.178 -0.466 0.209 0.071
H 1.820444 4.118072 1.871608 0.155 0.123 0.131 0.112
H 0.181946 3.655428 4.468079 0.318 0.027 -0.372 0.078
H -0.060630 5.020961 3.407575 0.243 -0.061 -0.088 0.070
H 1.464436 4.820693 4.246044 0.854 0.459 0.376 0.051
H -0.227458 3.422604 0.913977 0.290 0.316 0.241 0.034
H -0.599334 2.439635 2.250752 -0.398 -0.139 0.515 0.004
```
Positions in Å, forces in eV/Å.

Calculated values
Kohn-Sham gap: 6.697 eV
Total energy: -70951.0472 eV
E_HOMO: -8.172 eV
Charge: 0
Energy above the lowest of the compared OMol25 structures with the same formula, charge and spin: 1.5383 eV